1.
One molecule with the formula C4H11P at a distorted geometry. Source: the Open Molecules 2025 dataset; level of theory: wB97M-V/def2-TZVPD.

## Properties
Charge: 0
E_LUMO (eV): 0.9
Energy relative to the best compared isomer or geometry (same formula, charge and spin) (eV): 1.498

Last column: Löwdin charge in e.
Atoms and positions in Å:
H -1.76840 0.55062 2.15233  -0.11
H -0.17775 -1.91307 -1.01868  0.06
H 0.74418 1.67071 1.13153  0.06
H 1.43051 -1.18433 -1.21976  0.09
H -0.58662 1.94855 -0.78259  0.08
H -1.52585 0.58231 -1.43804  0.06
C 1.08104 0.73112 0.75326  -0.14
H -2.27796 -1.50894 0.88598  -0.10
H 0.17950 0.82208 -1.96854  0.07
H 1.43215 0.14915 1.60980  0.08
H 0.94896 -1.88282 0.34771  0.06
P -1.46491 -0.36042 1.11555  0.82
C -0.01539 -0.01105 -0.00374  -0.86
C 0.59187 -1.35510 -0.51201  -0.11
H 1.91317 0.86230 0.07260  0.08
C -0.50452 0.89887 -1.12540  -0.16


2.
A 2-piece molecular cluster, C4H11S2 overall at a distorted geometry. Source: the Open Molecules 2025 dataset; level of theory: wB97M-V/def2-TZVPD.

## Properties
Charge: -1
E_LUMO (eV): 2.8
Energy relative to the best compared isomer or geometry (same formula, charge and spin) (eV): 1.749

Last column: Löwdin charge in e.
Atoms and positions in Å:
C -1.18927 1.50450 0.50746  -0.44
C 1.67466 -1.04044 -0.01214  -0.31
S -2.52323 1.72994 -0.67803  0.71
S 1.21145 -2.69999 2.07030  0.00
C 1.76753 -1.01371 1.46402  -0.85
H 1.73845 -1.96005 -0.54163  0.02
H -0.81328 0.54081 -2.34294  0.11
H 1.21130 -0.16612 1.97025  0.03
H 0.77233 -0.61165 -0.41959  0.01
H 2.79995 -0.63508 1.74744  0.04
C -1.93987 0.47978 -1.80461  -0.52
H -1.87465 -0.51823 -1.32105  0.03
H 2.56942 -0.30651 -0.29735  0.09
H -2.48411 0.40695 -2.76234  0.01
H -1.20659 0.47412 0.66743  0.00
H -1.54020 2.01884 1.44212  0.05
H -0.17388 1.79683 0.31065  0.04


3.
A 2-piece molecular cluster, C4H11S2 overall. Source: the Open Molecules 2025 dataset; level of theory: wB97M-V/def2-TZVPD.

## Properties
Charge: -1
E_LUMO (eV): 3.2
Energy relative to the best compared isomer or geometry (same formula, charge and spin) (eV): 0.283

Last column: Löwdin charge in e.
Atoms and positions in Å:
H -1.68669 0.58603 -1.67060  0.02
S 1.17075 -1.52431 0.34284  0.14
S -0.74660 2.71125 -1.06547  0.65
C -1.14855 0.95012 -0.79067  -0.45
H -0.50497 -2.44836 2.48069  0.04
C -0.03320 -2.86997 0.44618  -0.85
H 0.88533 2.21638 0.65021  0.03
H -1.17676 -4.01404 1.86876  0.04
H -0.98046 -2.62798 -0.05131  0.03
C 0.91594 2.69441 -0.32808  -0.45
H -1.77549 0.80690 0.07976  0.02
H -0.20115 0.42685 -0.64947  -0.08
H 1.58116 2.15668 -1.00530  0.03
H 0.36249 -3.73912 -0.09989  0.02
C -0.32155 -3.33757 1.87634  -0.25
H 1.27001 3.71609 -0.21652  0.01
H 0.56160 -3.80157 2.31127  0.04


4.
A 2-piece molecular cluster, C4H12 overall at a distorted geometry. Source: the Open Molecules 2025 dataset; level of theory: wB97M-V/def2-TZVPD.

## Properties
Charge: -1
E_LUMO (alpha / beta) (eV): 4.4 / 4.4
Energy relative to the best compared isomer or geometry (same formula, charge and spin) (eV): 0.324
Multiplicity: 2

Last column: Löwdin charge in e.
Atoms and positions in Å:
C 1.06066 1.43914 0.79154  -0.27
H -0.19708 -0.88149 -2.01726  0.01
H -1.29309 -0.59352 -0.85000  0.00
H -1.08580 1.49680 0.32523  0.02
C -0.75936 -1.44527 -1.26314  -0.43
C -0.29700 2.11469 0.75562  -0.34
H -0.29680 2.99352 0.10210  0.03
H -0.59110 -2.76647 0.36001  0.03
H -1.53892 -2.04171 -1.73563  0.01
H 1.14928 0.75828 1.64123  0.04
H 0.80345 -2.83191 -0.69791  0.03
H 1.14572 0.74714 -0.05074  0.03
C 0.09510 -2.15956 -0.23283  -0.28
H 1.88989 2.13740 0.69539  0.04
H 0.56826 -1.47598 0.46354  0.03
H -0.65322 2.50895 1.71284  0.04


5.
A 2-piece molecular cluster, C4H12 overall at a distorted geometry. Source: the Open Molecules 2025 dataset; level of theory: wB97M-V/def2-TZVPD.

## Properties
Charge: -1
E_LUMO (alpha / beta) (eV): 4.3 / 4.5
Energy relative to the best compared isomer or geometry (same formula, charge and spin) (eV): 0.359
Multiplicity: 2

Last column: Löwdin charge in e.
Atoms and positions in Å:
H 3.00668 0.18518 0.27601  0.03
H -2.33469 1.97350 -1.35504  0.03
H 1.30241 0.23167 0.20102  0.03
H 2.06942 -0.64878 1.49566  0.03
H -1.57360 -0.21863 -0.62484  0.02
H 2.09490 -1.57980 -1.39422  0.03
H 1.38319 -2.51223 -0.15202  0.03
C -2.28437 1.83007 -0.27634  -0.33
H -3.28000 2.10091 0.10287  0.03
C 2.12759 -0.44769 0.41831  -0.34
C -1.99057 0.39806 0.17362  -0.37
H 3.14977 -2.23095 -0.17038  0.04
H -1.57185 2.53233 0.15321  0.03
C 2.16726 -1.78091 -0.31166  -0.30
H -2.87326 -0.22636 0.38113  0.02
H -1.39287 0.39361 1.08269  0.02


6.
A 2-piece molecular cluster, C4H12 overall. Source: the Open Molecules 2025 dataset; level of theory: wB97M-V/def2-TZVPD.

## Properties
Charge: -1
E_LUMO (alpha / beta) (eV): 4.4 / 4.5
Energy relative to the best compared isomer or geometry (same formula, charge and spin) (eV): 0.301
Multiplicity: 2

Last column: Löwdin charge in e.
Atoms and positions in Å:
H -0.64940 1.07548 -2.87065  0.02
H 0.66009 -0.82376 2.88465  0.03
C 0.94440 1.47806 -1.45360  -0.33
H 0.55492 -1.71028 1.36385  0.02
H 0.02031 -2.50052 2.81225  0.03
H 1.76819 0.86779 -1.08941  0.02
H -1.63290 -1.17007 0.99715  0.01
H -1.59665 -0.02431 2.25737  0.01
C 0.06938 -1.54054 2.31531  -0.30
H 1.27236 2.52391 -1.44078  0.03
H 0.12919 1.38624 -0.73279  0.02
C -1.37146 -1.05985 2.05154  -0.35
H -2.08320 -1.68416 2.60142  0.03
H 0.79669 0.16992 -3.26968  0.03
C 0.43811 1.11556 -2.85327  -0.32
H 0.67996 1.89652 -3.57335  0.03


7.
A 2-piece molecular cluster, C4H12 overall at a distorted geometry. Source: the Open Molecules 2025 dataset; level of theory: wB97M-V/def2-TZVPD.

## Properties
Charge: -1
E_LUMO (alpha / beta) (eV): 4.4 / 4.6
Energy relative to the best compared isomer or geometry (same formula, charge and spin) (eV): 0.846
Multiplicity: 2

Last column: Löwdin charge in e.
Atoms and positions in Å:
C -1.18360 2.12385 -0.15360  -0.31
H -1.84416 1.26335 -0.16642  0.03
H 1.35514 -1.81925 -0.86698  0.04
C 0.24617 1.80887 -0.60305  -0.29
H 0.35277 1.78028 -1.68184  0.04
H 1.06921 2.30527 -0.07941  0.04
H 0.53127 0.82682 -0.20950  0.01
H 1.59572 -2.20889 1.40590  0.02
H -0.17622 -1.57980 1.68654  0.01
C 0.54174 -2.17198 1.12288  -0.38
H 0.05712 -0.71927 -0.43011  -0.01
H -0.44891 -2.32755 -0.77143  0.03
H 0.32450 -3.23944 1.21273  0.01
H -1.21270 2.66069 0.80183  0.03
C 0.38506 -1.74326 -0.37750  -0.30
H -1.58545 2.94319 -0.75833  0.03


8.
A 2-piece molecular cluster, C4H12 overall at a distorted geometry. Source: the Open Molecules 2025 dataset; level of theory: wB97M-V/def2-TZVPD.

## Properties
Charge: -1
E_LUMO (alpha / beta) (eV): 4.2 / 4.4
Energy relative to the best compared isomer or geometry (same formula, charge and spin) (eV): 0.070
Multiplicity: 2

Last column: Löwdin charge in e.
Atoms and positions in Å:
H -1.42372 2.71905 2.28757  0.04
C 1.97298 -1.86308 -1.68253  -0.31
H 0.07429 1.24525 1.05477  0.02
H -1.05374 1.91702 -0.15641  0.03
H -1.25785 0.27640 0.44310  0.03
H -2.86880 1.90309 1.53733  0.04
H 1.58750 -2.50640 -2.47809  0.03
H 0.18361 -0.66846 -1.62826  0.03
H 1.21993 -0.44366 -0.22919  0.02
C -0.96636 1.28878 0.72861  -0.36
H -1.85474 1.03541 2.67973  0.04
C 0.82494 -1.19389 -0.91436  -0.41
H 2.58617 -2.49267 -1.03400  0.03
H 2.60046 -1.09173 -2.13178  0.04
H 0.21986 -1.91932 -0.37114  0.02
C -1.84452 1.79423 1.89463  -0.28


| no. | molar mass (g mol⁻¹) |
| --- | --- |
| 1 | 90.1 |
| 2 | 123.3 |
| 3 | 123.3 |
| 4 | 60.1 |
| 5 | 60.1 |
| 6 | 60.1 |
| 7 | 60.1 |
| 8 | 60.1 |